No. 1
This record from the Open Molecules 2025 dataset describes the ion C17H21N4O3S with charge -1. The level of theory is ωB97M-V with the def2-TZVPD basis set.

```
46
Properties=species:S:1:pos:R:3:forces:R:3
C 4.60958 0.66094 -1.78811 -1.4 0.3 0.6
N 3.32874 0.23944 -1.15277 -2.0 2.4 -2.2
C 3.13419 -0.82512 -0.40794 0.4 -0.7 -0.3
O 4.07179 -1.36645 0.14560 0.4 -1.0 1.0
C 1.76056 -1.53744 -0.46593 -0.8 0.3 2.4
C 1.37387 -2.22811 0.92534 -2.6 1.1 -2.9
C 0.05935 -1.79839 1.45847 -1.0 1.1 1.0
C -1.13784 -2.34504 1.16788 0.8 -0.8 -0.6
N -2.21467 -1.73606 1.71556 -0.8 1.1 1.5
C -1.78162 -0.61947 2.47088 2.2 -0.7 -0.8
C -2.40126 0.42118 3.19292 -0.4 -1.0 -2.1
C -1.63107 1.52118 3.59787 -2.5 -0.7 0.6
C -0.28570 1.44778 3.51811 1.8 -0.7 -1.0
C 0.37962 0.39937 2.80213 -1.2 1.4 1.3
C -0.31519 -0.65280 2.27454 -1.6 0.3 0.4
N 0.62231 -0.79419 -1.00217 3.5 1.7 1.9
C -0.27499 -1.21585 -1.81542 -3.7 -4.1 -1.5
O -0.54003 -2.46827 -2.02391 1.1 3.7 0.1
C -1.13704 -0.08865 -2.44076 -1.6 -1.3 -1.1
C -0.36144 0.72238 -3.45699 1.2 -1.1 -1.1
S 0.73464 1.82658 -2.57010 1.6 1.0 -0.5
N -1.66881 0.92698 -1.60334 -1.0 1.4 1.8
C -2.60074 0.96774 -0.64543 -1.1 -2.3 2.2
C -2.85900 2.30721 0.06843 2.2 -0.3 -1.6
O -3.19730 -0.03269 -0.19819 0.1 0.7 -1.1
H 4.36538 1.45098 -2.52312 0.0 -0.5 0.4
H 5.35435 1.04994 -1.09618 -0.2 -0.1 0.3
H 5.01443 -0.19979 -2.27769 0.5 -0.5 -0.4
H 2.42533 0.58219 -1.62138 1.7 0.1 0.2
H 1.97194 -2.37855 -1.05321 0.1 -1.0 -1.4
H 1.39219 -3.26436 0.77289 -0.8 -1.7 -0.8
H 2.09766 -2.24145 1.59791 3.6 1.3 3.1
H -1.19237 -3.18614 0.52243 -0.7 -0.5 -0.5
H -3.13875 -1.81903 1.31343 0.3 0.2 0.1
H -3.48532 0.40447 3.10444 0.0 0.4 0.5
H -2.15096 2.42234 3.98059 0.5 -0.7 0.0
H 0.21656 2.25953 4.00076 0.9 0.3 -0.2
H 1.40022 0.47068 2.59456 1.7 0.2 0.1
H 0.69062 0.23200 -0.88706 -0.2 -0.5 -0.3
H -2.01938 -0.53628 -2.96073 0.8 -0.3 0.5
H 0.09848 0.06697 -4.26518 -0.2 0.6 1.2
H -1.05275 1.33220 -3.98874 -0.8 0.5 -0.5
H -1.12850 1.77903 -1.59395 0.6 0.2 -0.5
H -2.62191 2.27034 1.12386 -0.5 -0.5 0.2
H -3.85485 2.62891 -0.18152 -0.2 0.4 0.1
H -2.05031 2.94380 -0.32875 -0.8 0.6 0.0
```
Forces are in eV/Å.

The net charge is -1. The value obtained for the energy relative to the best compared isomer or geometry (same formula, charge and spin) is 2.076 eV. The calculation puts the HOMO energy at -4.4 eV. As for the SMILES: CNC(=O)[C@@H](Cc1c[nH]c2ccccc12)NC(=O)[C@H](C[S-])NC(C)=O. The HOMO-LUMO gap comes out at 7.5 eV.

No. 2
This record from the Open Molecules 2025 dataset describes a structure of composition C17H21N4O5S3Ti. The level of theory is ωB97M-V with the def2-TZVPD basis set.

```
51
Properties=species:S:1:pos:R:3:forces:R:3
Ti -0.45717 0.33341 0.66864 0.0 0.0 -0.1
C 2.54578 0.55199 5.64136 0.0 0.0 0.0
C 3.55496 0.45628 4.50132 0.0 0.0 0.0
N 3.15364 1.15900 3.29754 0.0 0.0 0.0
C 2.09316 0.69257 2.53935 0.0 0.0 0.0
S 1.41448 1.83685 1.40144 0.0 0.0 0.0
N 1.71615 -0.52936 2.71768 0.0 0.0 0.0
N 0.66901 -0.91349 1.89660 0.0 0.0 0.0
C 0.35287 -2.21328 1.95004 0.0 0.0 0.0
C 1.06064 -3.13177 2.89401 0.0 0.0 0.0
C -0.65598 -2.63174 1.05158 0.0 0.0 0.0
C -1.16450 -3.94939 0.92642 0.0 0.0 0.0
C -2.13373 -4.22432 0.00276 0.0 0.0 0.0
C -2.64046 -3.19206 -0.81688 0.0 0.0 0.0
C -2.12699 -1.92891 -0.64540 -0.1 0.0 0.0
N -1.16553 -1.63968 0.23939 0.0 0.0 0.0
H 2.89205 -0.00758 6.51372 0.0 0.0 0.0
H 1.58756 0.14285 5.32358 0.0 0.0 0.0
H 2.39505 1.59147 5.94067 0.0 0.0 0.0
H 3.71209 -0.58884 4.23537 0.0 0.0 0.0
H 4.51932 0.86548 4.81317 0.0 0.0 0.0
H 3.19156 2.16461 3.33301 0.0 0.0 0.0
H 2.12665 -3.17337 2.65932 0.0 0.0 0.0
H 0.65331 -4.13935 2.86106 0.0 0.0 0.0
H 0.98799 -2.75288 3.91503 0.0 0.0 0.0
H -0.78530 -4.73629 1.56252 0.0 0.0 0.0
H -2.51992 -5.23263 -0.08836 0.0 0.0 0.0
H -3.43031 -3.36719 -1.53274 0.0 0.0 0.0
H -2.50995 -1.08024 -1.20234 0.0 0.0 0.0
O -3.98567 0.93807 0.05311 0.0 0.0 0.0
S -2.77733 1.67787 0.32631 0.1 0.0 0.0
O -2.93920 3.09110 0.54072 0.0 0.0 0.0
O -2.03970 1.03705 1.54206 -0.1 0.0 0.0
O -1.71735 1.38246 -0.72985 0.0 0.0 0.0
C 2.41029 1.33690 -2.64885 0.0 0.0 0.0
S 0.79111 1.47034 -1.89047 0.0 0.0 -0.1
O 0.64203 0.12827 -1.20632 -0.1 0.0 0.1
C -0.18150 1.33549 -3.38314 0.0 0.0 0.0
C -0.78084 0.12796 -3.69171 0.0 0.0 0.0
C -1.56537 0.04281 -4.83277 0.0 0.0 0.0
C -1.74516 1.15495 -5.64302 0.0 0.0 0.0
C -1.14759 2.36427 -5.31221 0.0 0.0 0.0
C -0.36766 2.46111 -4.17025 0.0 0.0 0.0
H 2.47278 0.38734 -3.17740 0.0 0.0 0.0
H 3.12729 1.37798 -1.83036 0.0 0.0 0.0
H 2.55498 2.17683 -3.32746 0.0 0.0 0.0
H -0.64433 -0.71438 -3.02642 0.0 0.0 0.0
H -2.05109 -0.89281 -5.07850 0.0 0.0 0.0
H -2.36866 1.08583 -6.52529 0.0 0.0 0.0
H -1.30713 3.23749 -5.93149 0.0 0.0 0.0
H 0.06922 3.41023 -3.88163 0.0 0.0 0.0
```
Forces are in eV/Å.

The net charge is -1. The value obtained for the energy relative to the best compared isomer or geometry (same formula, charge and spin) is 0.031 eV. The spin multiplicity is 3. The calculation puts the HOMO energy (spin up / spin down) at -2.7 / -4.7 eV. The HOMO-LUMO gap (spin up / spin down) comes out at 5.0 / 7.0 eV.

No. 3
This record from the Open Molecules 2025 dataset describes an isolated molecule of C17H21N5O3. The level of theory is ωB97M-V with the def2-TZVPD basis set.

```
46
Properties=species:S:1:pos:R:3:forces:R:3
C 3.09903 -3.43619 0.72094 1.0 1.0 0.8
O 2.84794 -2.31133 1.71214 -0.2 -0.7 -1.7
C 2.49875 -1.01143 1.12888 1.4 -1.2 0.1
C 0.99600 -0.82950 1.01396 0.2 -0.8 3.6
N 0.27702 -1.68590 0.10062 -1.4 -0.7 0.6
C -1.07485 -1.35480 -0.13621 1.8 2.1 -2.6
C -1.37869 -0.73270 -1.38990 0.8 -1.8 1.5
N -2.39776 0.10868 -1.70710 -3.1 1.7 0.1
C -2.08032 0.84303 -2.75619 0.7 -2.8 2.7
N -0.86911 0.43541 -3.16042 3.3 -0.5 -1.9
C -0.00701 1.24470 -4.01134 1.7 0.6 1.6
C -0.10106 0.93727 -5.46715 2.9 -0.6 -0.6
O 0.89292 1.69058 -6.22889 -1.3 -1.6 0.7
C 0.49364 2.97443 -6.56194 0.8 1.5 -0.8
C -0.36334 -0.64922 -2.36445 2.4 0.5 -0.9
O 0.77192 -1.22272 -2.44637 -2.5 1.7 -0.6
C -1.95424 -1.28242 0.94984 -0.9 -1.8 3.7
C -1.85692 -1.95194 2.16674 -0.8 0.1 0.2
C -3.03099 -1.56774 2.97987 4.2 -2.2 -1.2
C -3.29278 -1.70366 4.28732 -0.2 -0.3 3.4
C -4.27252 -0.86517 4.83155 2.8 -3.5 2.9
C -5.03524 -0.16375 4.01681 -3.7 2.3 -0.3
N -4.84054 -0.05513 2.74839 1.0 0.1 -3.6
C -3.75771 -0.71945 2.25522 -1.8 2.2 -1.7
N -3.15089 -0.64361 1.00790 -1.8 1.6 -0.1
H 2.52443 -4.37173 0.99751 0.5 1.4 -0.2
H 4.21907 -3.64306 0.80158 -1.5 0.1 -0.1
H 2.90279 -3.12940 -0.34370 -0.1 -0.2 1.1
H 3.04877 -0.21249 1.74871 -1.4 -1.1 -0.6
H 2.98795 -0.94872 0.15518 -0.1 0.0 -0.3
H 0.62021 -1.00094 2.06580 0.3 0.1 -1.0
H 0.83795 0.20026 0.87153 -0.5 1.6 -0.8
H 0.81442 -1.82783 -0.72634 -0.1 0.0 -1.0
H -2.56307 1.65553 -3.24779 -0.7 0.3 0.1
H -0.10372 2.30233 -3.65634 -0.6 -0.5 -1.0
H 1.05543 1.09817 -3.73120 -0.5 -0.6 0.1
H -1.07843 1.01616 -5.78094 -2.3 0.9 -1.3
H 0.14005 -0.12088 -5.68693 0.1 0.4 0.6
H 0.71115 3.16891 -7.65679 0.2 -0.1 1.2
H -0.57514 3.11398 -6.49646 -0.5 0.1 0.4
H 1.03164 3.70142 -5.89040 -0.6 -0.3 -0.8
H -1.09688 -2.64386 2.46422 0.3 -0.1 0.0
H -2.69788 -2.41216 4.89777 -0.5 0.7 -0.2
H -4.44925 -0.87574 5.90260 -0.1 -0.1 -0.2
H -5.97669 0.30734 4.43039 1.2 -0.2 -0.6
H -3.36402 0.05838 0.35386 -0.6 0.8 -1.1
```
Forces are in eV/Å.

The value obtained for the energy relative to the best compared isomer or geometry (same formula, charge and spin) is 6.213 eV. The calculation puts the HOMO energy at -7.9 eV. As for the SMILES: COCCN/C(=C1/N=CN(CCOC)C1=O)c1cc2cccnc2[nH]1. The HOMO-LUMO gap comes out at 6.8 eV.